Entry 1:
Computed, not measured: one molecule with the formula C9H9IO2, with ωB97M-V/def2-TZVPD.

Its energy above the lowest of the compared OMol25 structures with the same formula, charge and spin is 0.00 kJ/mol. The value obtained for the HOMO-LUMO gap is 8.326 eV. For the HOMO energy, the calculation gives -9.67 eV. Its SMILES is CC[C@@H](I)C1=CC(=O)C=CC1=O.

Cartesian coordinates (Å):
I: 1.86 1.72 -2.42
O: 0.15 1.24 1.93
O: -3.43 0.95 -1.57
C: -0.14 0.68 -0.36
C: 1.96 -1.37 0.75
C: -0.54 0.71 1.09
C: -1.11 0.63 -1.27
C: 1.34 0.70 -0.61
C: -2.54 0.57 -0.85
C: -2.81 0.04 0.52
C: 1.91 -0.72 -0.64
C: -1.85 0.10 1.44
H: 1.90 -0.63 1.55
H: -2.00 -0.23 2.46
H: -0.91 0.68 -2.33
H: 2.90 -0.70 -1.09
H: 1.14 -2.07 0.90
H: 1.80 1.27 0.19
H: -3.80 -0.35 0.71
H: 1.27 -1.31 -1.30
H: 2.89 -1.92 0.90


Entry 2:
Computed, not measured: an isolated ion of composition C9H9N2 and charge +1 at a distorted geometry, with ωB97M-V/def2-TZVPD.

Its energy above the lowest of the compared OMol25 structures with the same formula, charge and spin is 719.09 kJ/mol. The value obtained for the HOMO-LUMO gap (alpha / beta) is 7.259 / 7.259 eV. The total charge is +1. For the HOMO energy (alpha / beta), the calculation gives -12.33 / -12.33 eV.

Cartesian coordinates (Å):
N: 2.00 0.73 1.02
N: -1.13 -1.02 0.19
C: -2.41 0.99 -0.24
C: -0.27 -0.18 0.74
C: 1.06 -0.09 0.38
C: -1.18 -2.32 0.29
C: 3.10 0.78 0.33
C: 2.92 -0.05 -0.89
C: -2.38 -0.38 -0.17
C: 1.59 -0.48 -0.87
C: -2.68 2.25 -0.18
H: 1.92 1.18 1.97
H: 1.01 -1.06 -1.54
H: 4.16 0.91 0.77
H: 3.74 -0.15 -1.55
H: -2.06 -2.74 -0.06
H: -2.68 2.73 -1.17
H: -3.36 -0.89 -0.27
H: -2.91 2.85 0.64
H: -0.43 -3.03 0.62


Entry 3:
Computed, not measured: a 2-piece molecular cluster, C9H9N2O2S overall at a distorted geometry, with ωB97M-V/def2-TZVPD.

Its energy above the lowest of the compared OMol25 structures with the same formula, charge and spin is 48.97 kJ/mol. The value obtained for the HOMO-LUMO gap is 6.322 eV. The total charge is -1. For the HOMO energy, the calculation gives -2.97 eV.

Cartesian coordinates (Å):
S: 3.40 -0.69 1.35
O: 3.28 0.68 -1.74
O: 2.50 2.38 -0.42
N: 0.71 -2.81 -0.49
N: 1.37 -1.57 -0.72
C: -2.48 0.41 -1.09
C: -2.26 1.35 1.10
C: -1.00 0.82 1.20
C: -1.20 -0.12 -1.00
C: 0.90 -0.44 0.27
C: 2.87 1.49 -1.04
C: -3.02 1.15 -0.05
C: 1.84 -0.06 1.19
C: -0.42 0.08 0.15
H: 1.62 0.76 1.86
H: 0.77 -3.09 0.50
H: -2.67 1.91 1.93
H: -3.06 0.24 -1.99
H: -0.43 0.97 2.11
H: 2.36 -1.70 -0.50
H: -0.78 -0.67 -1.82
H: -4.01 1.57 -0.12
H: -0.28 -2.66 -0.69


Entry 4:
Computed, not measured: C9H9N2O8P2Tc as an isolated structure, with ωB97M-V/def2-TZVPD.

The value obtained for the HOMO-LUMO gap (alpha / beta) is 7.178 / 6.822 eV. The total charge is +1. For the HOMO energy (alpha / beta), the calculation gives -12.07 / -11.71 eV. As for the multiplicity: 2.

Cartesian coordinates (Å):
Tc: 1.78 1.28 1.77
P: -1.41 1.67 2.31
P: -1.29 -0.10 -0.07
O: 1.38 -0.80 -0.66
O: -1.26 -1.28 0.80
O: -1.42 1.28 0.66
O: -2.20 0.46 2.93
O: 0.08 1.51 2.69
O: -2.36 -0.02 -1.21
O: 1.24 1.93 -0.09
O: -2.05 2.96 2.48
N: 1.71 -0.75 1.66
N: 1.23 -2.68 0.77
C: 1.66 -1.69 2.68
C: 1.37 -2.89 2.13
C: -0.18 0.30 -3.55
C: 0.28 -0.01 -1.14
C: 0.71 1.46 -1.11
C: 0.45 2.29 -2.25
C: 0.04 1.73 -3.40
C: 1.41 -1.38 0.53
C: -0.05 -0.52 -2.51
H: 1.26 -3.87 2.57
H: -3.25 0.27 -0.94
H: 0.96 -3.36 0.08
H: -0.20 -1.58 -2.59
H: -0.11 2.36 -4.27
H: 0.67 3.34 -2.15
H: -0.44 -0.08 -4.52
H: -1.85 -0.41 2.70
H: 1.85 -1.44 3.70


Entry 5:
Computed, not measured: one molecule with the formula C9H9NO2 at a distorted geometry, with ωB97M-V/def2-TZVPD.

Its energy above the lowest of the compared OMol25 structures with the same formula, charge and spin is 591.94 kJ/mol. The value obtained for the HOMO-LUMO gap is 8.523 eV. For the HOMO energy, the calculation gives -8.39 eV. Its SMILES is O=C1c2ccccc2CCN1O.

Cartesian coordinates (Å):
O: 1.65 -2.10 0.00
O: 3.39 -0.56 -0.27
N: 2.14 0.04 -0.30
C: -0.46 0.72 -0.18
C: -1.81 0.91 -0.21
C: -0.13 -0.67 0.02
C: -2.39 -1.36 0.00
C: 1.15 -1.06 -0.03
C: -0.99 -1.76 -0.05
C: -2.64 -0.11 -0.07
C: 1.74 1.26 0.47
C: 0.53 1.75 -0.25
H: 0.05 2.49 0.39
H: -0.54 -2.81 -0.01
H: -3.59 0.32 -0.08
H: 2.96 -1.45 0.01
H: 1.06 0.83 1.37
H: 2.67 2.01 0.53
H: -3.00 -2.17 0.11
H: 0.58 1.75 -1.40
H: -2.40 1.99 -0.07


Entry 6:
Computed, not measured: one molecule with the formula C9H9NO2 at a distorted geometry, with ωB97M-V/def2-TZVPD.

Its energy above the lowest of the compared OMol25 structures with the same formula, charge and spin is 148.72 kJ/mol. The value obtained for the HOMO-LUMO gap is 9.335 eV. For the HOMO energy, the calculation gives -8.95 eV. Its SMILES is CO[C@]1(O)C=Nc2ccccc21.

Cartesian coordinates (Å):
O: -0.70 -0.86 -1.94
O: -1.70 -0.95 0.15
N: 1.64 -1.27 0.35
C: 1.89 2.40 0.89
C: 0.18 0.49 -0.10
C: -0.49 -0.79 -0.56
C: 0.66 2.76 0.39
C: -2.33 -2.21 -0.01
C: -0.22 1.80 -0.12
C: 2.30 1.07 0.92
C: 0.61 -1.79 -0.18
C: 1.43 0.12 0.42
H: 3.26 0.78 1.32
H: -1.18 2.09 -0.51
H: -1.31 -0.16 -2.20
H: 0.37 3.80 0.38
H: 0.54 -2.85 -0.37
H: -1.84 -2.97 0.61
H: 2.55 3.16 1.28
H: -3.35 -2.07 0.33
H: -2.32 -2.52 -1.05


Entry 7:
Computed, not measured: one molecule with the formula C9H9NO2S at a distorted geometry, with ωB97M-V/def2-TZVPD.

Its energy above the lowest of the compared OMol25 structures with the same formula, charge and spin is 0.00 kJ/mol. The value obtained for the HOMO-LUMO gap is 9.434 eV. For the HOMO energy, the calculation gives -8.80 eV. Its SMILES is CN1C(=O)[C@](O)(S)c2ccccc21.

Cartesian coordinates (Å):
S: 2.81 -1.42 -1.01
O: 2.71 1.82 -0.09
O: 2.55 -0.93 1.59
N: 0.49 1.28 0.35
C: -1.32 -2.51 -0.08
C: 0.60 -1.05 0.20
C: -1.52 -0.01 -0.18
C: 1.77 1.14 0.20
C: -2.08 -1.33 -0.37
C: -0.13 2.55 0.15
C: 0.10 -2.29 0.14
C: -0.20 0.06 0.24
C: 1.99 -0.66 0.39
H: 3.85 -0.60 -1.13
H: 0.77 -3.19 0.11
H: 0.55 3.24 0.49
H: 2.25 -1.81 1.91
H: -3.08 -1.37 -0.61
H: -1.79 -3.44 -0.26
H: -0.79 2.72 0.91
H: -2.19 0.85 -0.20
H: -0.42 2.68 -0.89


Entry 8:
Computed, not measured: C9H9O6V as an isolated structure at a distorted geometry, with ωB97M-V/def2-TZVPD.

Its energy above the lowest of the compared OMol25 structures with the same formula, charge and spin is 120.06 kJ/mol. The value obtained for the HOMO-LUMO gap (alpha / beta) is 6.119 / 6.490 eV. The total charge is +1. For the HOMO energy (alpha / beta), the calculation gives -13.06 / -13.04 eV. As for the multiplicity: 4.

Cartesian coordinates (Å):
V: 0.79 0.11 -0.19
O: 3.58 0.81 0.90
O: -1.58 -1.30 -1.34
O: 1.68 -1.69 -2.55
O: -2.37 0.66 0.69
O: -0.62 2.76 -0.88
O: -0.52 -1.20 2.24
C: -3.48 -0.25 0.61
C: 1.31 -0.99 -1.68
C: -4.64 0.29 1.47
C: -3.98 1.35 2.36
C: -0.79 -0.41 -1.63
C: -2.63 1.66 1.68
C: -0.05 -0.73 1.28
C: 2.52 0.57 0.48
C: -0.11 1.73 -0.63
H: -4.59 2.25 2.47
H: -1.80 1.67 2.40
H: -3.15 -1.23 0.98
H: -2.66 2.64 1.17
H: -5.13 -0.51 2.03
H: -5.37 0.75 0.80
H: -1.03 0.25 -2.51
H: -3.80 0.94 3.36
H: -3.76 -0.36 -0.45


Entry 9:
Computed, not measured: CBr2F2O as an isolated structure at a distorted geometry, with ωB97M-V/def2-TZVPD.

Its energy above the lowest of the compared OMol25 structures with the same formula, charge and spin is 138.56 kJ/mol. The value obtained for the HOMO-LUMO gap (alpha / beta) is 9.412 / 7.004 eV. For the HOMO energy (alpha / beta), the calculation gives -10.12 / -9.19 eV.

Cartesian coordinates (Å):
Br: 2.74 -0.24 0.00
Br: 0.17 1.58 0.05
F: -1.90 0.13 1.03
F: -1.93 0.00 -1.07
O: 2.01 -1.71 0.00
C: -1.09 0.24 -0.01


Entry 10:
Computed, not measured: CBr3IS as an isolated structure, with ωB97M-V/def2-TZVPD.

Its energy above the lowest of the compared OMol25 structures with the same formula, charge and spin is 217.93 kJ/mol. The value obtained for the HOMO-LUMO gap (alpha / beta) is 6.405 / 7.707 eV. For the HOMO energy (alpha / beta), the calculation gives -8.64 / -8.93 eV.

Cartesian coordinates (Å):
I: 4.10 -0.54 2.15
Br: 1.06 0.53 -0.76
Br: -1.53 0.41 1.12
Br: -1.81 -0.08 -2.08
S: 2.83 -1.48 0.49
C: -0.72 -0.04 -0.54


Entry 11:
Computed, not measured: CBr3NO2 as an isolated structure at a distorted geometry, with ωB97M-V/def2-TZVPD.

Its energy above the lowest of the compared OMol25 structures with the same formula, charge and spin is 133.21 kJ/mol. The value obtained for the HOMO-LUMO gap (alpha / beta) is 8.497 / 8.499 eV. For the HOMO energy (alpha / beta), the calculation gives -9.46 / -9.46 eV.

Cartesian coordinates (Å):
Br: 1.34 1.35 0.78
Br: -0.73 1.68 -1.67
Br: -1.59 0.68 1.29
O: 1.37 -1.31 0.24
O: -0.53 -1.97 -0.47
N: 0.34 -1.23 -0.21
C: -0.22 0.80 0.03


Entry 12:
Computed, not measured: a 2-piece molecular cluster, CBrCl2F overall at a distorted geometry, with ωB97M-V/def2-TZVPD.

Its energy above the lowest of the compared OMol25 structures with the same formula, charge and spin is 107.99 kJ/mol. The value obtained for the HOMO-LUMO gap (alpha / beta) is 7.807 / 6.454 eV. For the HOMO energy (alpha / beta), the calculation gives -9.91 / -9.27 eV.

Cartesian coordinates (Å):
Br: 1.83 0.10 0.04
Cl: -0.85 2.23 0.31
Cl: -0.65 -1.40 1.05
F: -0.40 -0.51 -1.31
C: 0.06 -0.42 -0.08


Entry 13:
Computed, not measured: one molecule with the formula CBrClFNO2 at a distorted geometry, with ωB97M-V/def2-TZVPD.

Its energy above the lowest of the compared OMol25 structures with the same formula, charge and spin is 84.54 kJ/mol. The value obtained for the HOMO-LUMO gap is 9.205 eV. For the HOMO energy, the calculation gives -11.08 eV. Its SMILES is O=[N+]([O-])[C@@](F)(Cl)Br.

Cartesian coordinates (Å):
Br: -1.75 -1.07 -0.91
Cl: -0.99 1.45 1.15
F: -0.02 -0.90 1.31
O: 1.24 -0.91 -0.81
O: 1.14 1.23 -0.79
N: 0.81 0.13 -0.40
C: -0.42 0.07 0.45


Entry 14:
Computed, not measured: CBrClOS as an isolated structure at a distorted geometry, with ωB97M-V/def2-TZVPD.

Its energy above the lowest of the compared OMol25 structures with the same formula, charge and spin is 38.51 kJ/mol. The value obtained for the HOMO-LUMO gap is 9.600 eV. For the HOMO energy, the calculation gives -10.53 eV.

Cartesian coordinates (Å):
Br: 0.81 2.24 0.24
Cl: -0.39 -2.26 0.31
S: 0.58 -0.57 0.94
O: -0.82 0.23 -1.25
C: -0.18 0.36 -0.24


Entry 15:
Computed, not measured: a 2-piece molecular cluster, CBrIN4 overall at a distorted geometry, with ωB97M-V/def2-TZVPD.

Its energy above the lowest of the compared OMol25 structures with the same formula, charge and spin is 142.94 kJ/mol. The value obtained for the HOMO-LUMO gap is 8.351 eV. For the HOMO energy, the calculation gives -9.19 eV.

Cartesian coordinates (Å):
I: -2.74 0.78 0.15
Br: 2.83 0.63 0.37
N: -0.01 -2.25 0.07
N: -0.65 -1.35 0.21
N: 0.46 1.37 -1.12
N: -1.20 -0.41 0.69
C: 1.31 1.22 -0.37


Entry 16:
Computed, not measured: CBrNO3 as an isolated structure at a distorted geometry, with ωB97M-V/def2-TZVPD.

Its energy above the lowest of the compared OMol25 structures with the same formula, charge and spin is 108.83 kJ/mol. The value obtained for the HOMO-LUMO gap (alpha / beta) is 9.286 / 6.827 eV. For the HOMO energy (alpha / beta), the calculation gives -10.31 / -9.38 eV.

Cartesian coordinates (Å):
Br: 0.83 3.26 0.03
O: -0.09 -1.06 -0.58
O: -0.64 1.27 0.20
O: 1.33 -2.50 0.45
N: -1.34 1.31 1.05
C: 0.52 -1.81 0.03


Entry 17:
Computed, not measured: a 2-piece molecular cluster, CBrO4 overall at a distorted geometry, with ωB97M-V/def2-TZVPD.

Its energy above the lowest of the compared OMol25 structures with the same formula, charge and spin is 29.28 kJ/mol. The value obtained for the HOMO-LUMO gap (alpha / beta) is 7.402 / 7.047 eV. The total charge is -1. For the HOMO energy (alpha / beta), the calculation gives -3.72 / -3.30 eV.

Cartesian coordinates (Å):
Br: 2.08 0.42 0.10
O: -1.15 1.17 -1.01
O: -1.09 0.71 1.23
O: 0.60 -0.95 -0.37
O: 0.56 -2.22 -0.04
C: -0.99 0.87 0.10


Entry 18:
Computed, not measured: a 2-piece molecular cluster, CCl2F2N2 overall at a distorted geometry, with ωB97M-V/def2-TZVPD.

Its energy above the lowest of the compared OMol25 structures with the same formula, charge and spin is 24.50 kJ/mol. The value obtained for the HOMO-LUMO gap (alpha / beta) is 7.975 / 8.840 eV. For the HOMO energy (alpha / beta), the calculation gives -9.28 / -10.70 eV.

Cartesian coordinates (Å):
Cl: 1.46 0.34 -2.64
Cl: 1.18 -1.92 0.34
F: -1.23 1.43 0.50
F: -1.01 0.22 2.24
N: -1.41 0.18 0.86
N: 0.50 0.28 -1.09
C: 0.50 -0.53 -0.21


Entry 19:
Computed, not measured: one molecule with the formula CCl2FNO2 at a distorted geometry, with ωB97M-V/def2-TZVPD.

Its energy above the lowest of the compared OMol25 structures with the same formula, charge and spin is 6.50 kJ/mol. The value obtained for the HOMO-LUMO gap is 10.733 eV. For the HOMO energy, the calculation gives -11.65 eV. Its SMILES is O=[N+]([O-])C(F)(Cl)Cl.

Cartesian coordinates (Å):
Cl: 0.00 1.85 0.71
Cl: 2.06 -0.37 0.28
F: -0.26 -0.45 1.56
O: -1.63 0.13 -0.74
O: 0.07 -0.99 -1.54
N: -0.50 -0.29 -0.75
C: 0.26 0.11 0.47


Entry 20:
Computed, not measured: a 2-piece molecular cluster, CCl2O3S overall at a distorted geometry, with ωB97M-V/def2-TZVPD.

Its energy above the lowest of the compared OMol25 structures with the same formula, charge and spin is 216.98 kJ/mol. The value obtained for the HOMO-LUMO gap (alpha / beta) is 6.094 / 8.425 eV. For the HOMO energy (alpha / beta), the calculation gives -9.72 / -10.58 eV.

Cartesian coordinates (Å):
Cl: 1.30 -1.77 0.84
Cl: 1.04 2.29 0.31
S: -0.80 1.19 0.48
O: -1.55 1.79 -0.56
O: 0.42 -1.51 -1.56
O: -1.50 1.37 1.73
C: 0.37 -1.34 -0.41